1.
{
  "formula": "C8H15F2N2Si",
  "method": "the ωB97M-V functional and the def2-TZVPD basis",
  "e_lumo_ev": -2.90,
  "de_lowest_kj_mol": 0.00,
  "largest_force_ev_per_a": 4.67,
  "mol_weight_g_mol": 205.3,
  "charge": 1,
  "gap_ev": 10.9778,
  "energy_ev": -24826.1295,
  "smiles": "Cn1cc[n+]([Si](C)(C)C)c1C(F)F",
  "symbols": ["C", "C", "C", "C", "C", "C", "C", "C", "N", "N", "F", "F", "Si", "H", "H", "H", "H", "H", "H", "H", "H", "H", "H", "H", "H", "H", "H", "H"],
  "positions_angstrom": [[1.1572, -2.2216, -0.5013], [-0.1456, -1.8083, -0.3524], [1.1839, -0.1649, 0.1673], [3.3937, -1.1847, -0.1889], [-3.0117, -0.7740, 0.1991], [-1.5836, 1.4396, -1.6575], [-1.6579, 1.5991, 1.5875], [1.7626, 1.2140, 0.5469], [1.9651, -1.2027, -0.0760], [-0.1015, -0.4508, -0.0492], [2.4131, 1.7093, -0.4966], [2.5808, 1.1087, 1.6119], [-1.7453, 0.5740, 0.0270], [1.5816, -3.1221, -0.7623], [-0.9948, -2.2625, -0.6142], [3.8209, -1.9617, -0.8723], [3.7593, -0.3032, -0.7520], [4.0512, -1.2246, 0.7571], [-3.3317, -1.2845, -0.7659], [-2.7573, -1.4840, 1.0377], [-3.7964, -0.1845, 0.4794], [-0.6486, 1.1198, -2.2711], [-2.4294, 1.2128, -2.4581], [-1.4313, 2.5278, -1.5227], [-0.6077, 1.3160, 1.9400], [-1.8990, 2.6988, 1.6958], [-2.4228, 1.2070, 2.3642], [0.8955, 1.9071, 0.9263]]
}



2.
{
  "formula": "C8H15F3O2S",
  "method": "the ωB97M-V functional and the def2-TZVPD basis",
  "e_lumo_ev": [0.60, 0.69],
  "de_lowest_kj_mol": 34.47,
  "largest_force_ev_per_a": 3.88,
  "mol_weight_g_mol": 232.3,
  "gap_ev": [7.7850, 7.4469],
  "energy_ev": -31617.1344,
  "symbols": ["C", "C", "C", "C", "C", "C", "C", "C", "O", "O", "F", "F", "F", "S", "H", "H", "H", "H", "H", "H", "H", "H", "H", "H", "H", "H", "H", "H", "H"],
  "positions_angstrom": [[-2.0431, 2.6801, -1.0535], [0.4743, -2.6874, 2.1341], [3.2120, 0.4721, -0.4019], [-1.8060, 1.7086, 0.1468], [-0.1444, -1.4290, 1.6394], [2.6013, 1.9119, -0.5969], [0.3113, 0.5378, 0.4318], [-1.8435, -2.3751, -1.1742], [-0.8778, 0.5730, -0.2061], [0.5882, -0.3943, 1.2378], [-0.7128, -2.9558, -0.9140], [-2.5626, -3.1283, -2.0636], [-2.6305, -2.2450, -0.1222], [1.1116, 2.0876, 0.5180], [-1.0826, 2.8749, -1.6014], [-2.5503, 2.1846, -1.9672], [-2.6923, 3.4465, -0.6748], [0.9264, -3.3021, 1.3015], [1.3297, -2.5053, 2.7767], [-0.1863, -3.2961, 2.6397], [2.7855, -0.1717, -1.1413], [4.2691, 0.6778, -0.6328], [2.9774, 0.1613, 0.6048], [-2.7672, 1.0701, 0.4395], [-1.5406, 2.1618, 1.0814], [-1.1309, -1.4779, 1.0171], [-1.6123, -1.3945, -1.5723], [2.3496, 2.0619, -1.6331], [3.2467, 2.7527, -0.2133]]
}



3.
{
  "formula": "C8H15FN",
  "method": "the ωB97M-V functional and the def2-TZVPD basis",
  "e_lumo_ev": -5.34,
  "de_lowest_kj_mol": 408.87,
  "largest_force_ev_per_a": 3.37,
  "mol_weight_g_mol": 144.2,
  "charge": 1,
  "gap_ev": 7.5302,
  "energy_ev": -12735.7160,
  "symbols": ["C", "C", "C", "C", "C", "C", "C", "C", "N", "F", "H", "H", "H", "H", "H", "H", "H", "H", "H", "H", "H", "H", "H", "H", "H"],
  "positions_angstrom": [[-3.0142, 0.9164, 1.4455], [-2.2443, 0.1405, 0.6946], [0.4906, 1.9822, -1.3851], [1.7543, 0.5744, 0.3680], [1.6601, -0.1745, -2.0305], [-0.8733, -1.9361, 0.8253], [-1.5340, -0.8039, 0.0634], [1.2974, 0.8069, -0.9589], [0.2401, -1.5190, 1.7878], [-1.3918, -0.7634, -1.2875], [-4.0703, 0.7144, 1.5204], [0.7120, 2.1206, -2.4639], [-0.5972, 1.7101, -1.4182], [0.5479, 2.9601, -0.8297], [-2.6028, 1.7437, 2.0951], [1.8027, 1.4849, 0.9502], [2.8346, 0.3512, 0.1974], [0.7219, -0.9210, -2.1444], [2.0059, 0.1871, -2.9881], [2.3676, -0.8536, -1.7511], [-0.3137, -2.6338, 0.1418], [-1.6447, -2.4759, 1.5970], [0.9234, -2.2784, 1.9451], [-0.2031, -1.1881, 2.6250], [1.1307, -0.1448, 1.0008]]
}



4.
{
  "formula": "C8H15FeN3O3",
  "method": "the ωB97M-V functional and the def2-TZVPD basis",
  "e_lumo_ev": [-8.60, -10.06],
  "largest_force_ev_per_a": 4.14,
  "mol_weight_g_mol": 257.1,
  "charge": 2,
  "multiplicity": 5,
  "gap_ev": [6.4335, 4.9697],
  "energy_ev": -53520.4633,
  "symbols": ["Fe", "O", "C", "O", "C", "O", "N", "C", "C", "H", "H", "H", "H", "C", "C", "H", "H", "H", "N", "C", "C", "N", "H", "H", "H", "H", "H", "H", "H", "H"],
  "positions_angstrom": [[0.0311, 0.1232, 2.1771], [0.0618, 1.2534, -1.1982], [-0.0205, 0.7355, -2.2819], [1.6576, -1.5679, -0.7430], [1.2837, -1.4975, -1.8848], [1.6518, -2.5420, -2.7745], [0.5608, -0.5348, -2.6956], [1.2788, -2.2535, -4.0874], [0.4230, -1.0557, -4.0678], [0.7436, -3.0685, -4.5694], [2.1082, -2.0141, -4.7457], [-0.6791, -1.2533, -4.1697], [0.7593, -0.2363, -4.6934], [-0.7821, 1.5217, -3.3460], [-1.6411, 2.6217, -2.9493], [-0.6654, 1.2222, -4.4264], [-1.9212, 2.8955, -1.8517], [-2.0977, 3.2280, -3.7255], [0.9026, -0.8634, 3.7084], [-0.0171, -0.4843, 4.8398], [-0.5091, 0.9272, 4.7492], [-1.1663, 1.1842, 3.3160], [0.8199, -1.8758, 3.6232], [1.9191, -0.8234, 4.0451], [-0.8492, -1.1790, 4.8006], [0.4363, -0.5977, 5.8196], [-1.1924, 1.1731, 5.5894], [0.3068, 1.6658, 4.7886], [-2.2174, 1.0717, 3.4798], [-1.1858, 2.2243, 3.2737]]
}